[1]
DFT (ωB97M-V with the def2-TZVPD basis set) results for a 2-piece molecular cluster, C4H8O2 overall in a non-equilibrium geometry.

Each line ends with the Mulliken charge.
Element x y z (Å)
C  0.10624  1.62423  -1.02819  -0.8630
C  -0.09786  0.89204  0.09242  0.7768
O  -1.34455  0.89569  0.72605  -0.4735
C  1.06283  0.20425  0.68017  -0.2335
C  0.88481  -0.77755  1.67756  -0.8546
H  -0.50601  2.47673  -1.46741  0.2663
H  1.15609  1.45661  -1.53106  0.1608
H  -1.88243  1.31548  0.07822  0.3147
H  2.00588  0.53038  0.31370  0.3086
H  -0.10222  -1.04531  1.95433  0.2762
H  1.67572  -1.22008  2.18391  0.3064
H  -1.02566  -2.89235  -1.50022  0.3150
H  -0.84692  -1.55631  -0.64392  0.3551
O  -1.08592  -1.90382  -1.53559  -0.6553

Computed properties:
Kohn-Sham gap: 0.3391 Eh
SMILES string: C=CC(=C)O.O
max |F|: 5.18 eV Å⁻¹
energy relative to the best compared isomer or geometry (same formula, charge and spin): 61.06 kcal/mol
HOMO: -8.69 eV
electronic energy: -307.61513 a.u.

[2]
DFT (ωB97M-V with the def2-TZVPD basis set) results for a 3-piece molecular cluster, C23H57N5O5P overall in a non-equilibrium geometry.

Each line ends with the Mulliken charge.
Element x y z (Å)
C  1.04390  -2.54130  -3.84018  -1.8206
C  -0.02282  -2.60477  -2.75784  0.2802
C  0.57374  -2.36121  -1.36972  -1.1232
C  -1.19778  -1.61938  -2.98363  -0.9667
C  -0.75419  -0.35931  -3.68411  -0.8119
N  -1.58869  0.87545  -3.39018  0.7336
C  -3.06148  0.74653  -3.72997  -1.4554
C  -3.92168  0.02134  -2.69423  -0.3096
C  -4.49623  -1.30927  -3.20248  -0.9129
C  -6.02151  -1.37912  -3.17189  -1.0818
C  -6.64555  -0.92193  -1.85680  -0.6234
N  -5.80861  -1.27836  -0.69493  -0.5451
C  -1.32151  1.28501  -1.99037  -1.7699
O  -2.29086  2.18899  -1.56870  -0.2779
N  -1.96734  2.52698  -0.16459  0.2629
O  -1.48560  3.55249  -0.08452  -0.1729
P  -0.92682  2.21195  -4.45632  0.7180
O  -1.04578  3.48249  -3.82011  -0.5968
O  -1.74529  2.14696  -5.80300  -0.5302
O  0.56315  1.84991  -4.80044  -0.4968
H  1.68840  -1.67522  -3.74857  0.3758
H  0.57905  -2.57543  -4.81961  0.4056
H  1.66819  -3.42158  -3.78075  0.4954
H  -0.46627  -3.58755  -2.81652  0.5278
H  0.48909  -1.30256  -1.14770  -0.1684
H  1.61051  -2.65569  -1.31257  0.5952
H  0.01351  -2.89156  -0.61096  0.4559
H  -1.95731  -2.12597  -3.56394  0.3566
H  -1.64402  -1.41329  -2.02398  0.2841
H  0.24365  -0.12525  -3.34135  0.6747
H  -0.67730  -0.48913  -4.75289  0.5436
H  -3.43122  1.75325  -3.85425  0.4212
H  -3.13802  0.28526  -4.70010  0.8716
H  -3.39019  -0.19435  -1.77777  0.3513
H  -4.72270  0.69390  -2.43720  0.7443
H  -4.18544  -1.50431  -4.22463  0.6019
H  -4.12157  -2.13378  -2.61806  0.3322
H  -6.27998  -2.42407  -3.30088  0.4399
H  -6.44641  -0.86675  -4.02737  0.3096
H  -7.60275  -1.41631  -1.76859  0.4598
H  -6.86061  0.14084  -1.89774  0.2716
H  -5.39961  -0.43000  -0.31816  0.1525
H  -6.41968  -1.59385  0.04959  0.2945
H  -0.33878  1.75309  -1.95356  1.0474
H  -1.28899  0.42129  -1.33287  0.7824
H  -1.62563  1.29578  -6.26895  0.4270
H  0.67154  1.33247  -5.61940  0.3969
C  4.05348  2.92542  4.50020  -1.7037
C  3.43644  2.63235  3.14139  -0.7176
N  2.06408  2.16830  3.23116  0.4440
C  1.56898  1.59287  2.00140  0.0188
C  1.43727  2.49805  0.76927  -0.8962
C  1.14351  3.04038  3.94188  -0.7634
C  0.98794  4.48260  3.44368  -1.0074
H  3.95191  2.06642  5.16432  0.3048
H  5.11569  3.14059  4.38300  0.4537
H  3.59635  3.79102  4.98032  0.3580
H  4.02428  1.84392  2.66272  0.6701
H  3.53724  3.52508  2.50427  0.4652
H  0.59740  1.12810  2.20424  0.5148
H  2.23323  0.76218  1.73959  -0.5432
H  0.60367  3.18582  0.86027  0.1013
H  1.25067  1.87343  -0.11313  0.1300
H  2.34066  3.07375  0.57133  0.2845
H  1.45536  3.07605  4.98817  0.5338
H  0.16234  2.55893  3.96310  0.3564
H  1.95058  4.96054  3.25933  0.2566
H  0.47169  5.07561  4.20021  0.4118
H  0.39416  4.54353  2.53188  0.1481
C  2.10697  -4.41654  3.68679  -1.4206
C  3.11238  -3.28183  3.55847  -0.3897
N  2.83244  -2.39907  2.44072  0.2295
C  3.93661  -1.51070  2.11668  -0.9373
C  4.36708  -0.47572  3.16332  -0.4749
C  1.50917  -1.80709  2.42577  0.1248
C  1.07015  -0.97581  3.63838  -0.9030
H  2.01631  -4.96177  2.74630  0.3231
H  2.43814  -5.11655  4.45381  0.4411
H  1.11828  -4.05870  3.97745  0.2782
H  4.10089  -3.71826  3.39855  0.4826
H  3.16348  -2.74191  4.51633  0.2906
H  3.70100  -0.99582  1.17894  0.3362
H  4.80136  -2.14124  1.88666  0.4540
H  3.65719  0.34535  3.25264  -0.2599
H  5.32190  -0.03459  2.86758  0.4809
H  4.50724  -0.92354  4.14725  0.3698
H  0.78211  -2.61431  2.28993  0.4282
H  1.41447  -1.19504  1.52202  -0.4387
H  1.28391  -1.48005  4.58071  0.3425
H  -0.00918  -0.80944  3.59734  0.3552
H  1.54469  0.00505  3.65849  0.1172

Computed properties:
Kohn-Sham gap: 0.2296 Eh
max |F|: 1.53 eV Å⁻¹
total charge: +1
HOMO: -9.77 eV
electronic energy: -1901.54943 a.u.

[3]
DFT (ωB97M-V with the def2-TZVPD basis set) results for one molecule with the formula C3H3BrO2 in a non-equilibrium geometry.

Each line ends with the Mulliken charge.
Element x y z (Å)
C  -0.73480  -0.48071  -0.01870  -0.6611
C  -0.71943  0.88388  0.01231  0.1356
C  1.32846  -0.29316  0.56629  0.1748
O  0.60598  -1.01870  -0.16502  -0.2048
O  0.38309  1.49986  0.25935  -0.5448
Br  3.08476  0.01110  -0.00752  -0.0726
H  -1.39909  -1.17686  -0.16662  0.4767
H  -1.65428  1.31983  -0.16153  0.3823
H  1.21500  -0.34667  1.73825  0.3138

Computed properties:
Kohn-Sham gap: 0.3198 Eh
max |F|: 5.02 eV Å⁻¹
energy relative to the best compared isomer or geometry (same formula, charge and spin): 66.46 kcal/mol
HOMO: -8.49 eV
electronic energy: -2840.47942 a.u.